{"formula": "C22H35Hg2O11", "method": "ωB97M-V with the def2-TZVPD basis set", "species": ["Hg", "Hg", "C", "C", "O", "H", "H", "H", "H", "H", "O", "C", "O", "C", "C", "C", "H", "H", "H", "H", "H", "H", "O", "C", "O", "C", "C", "C", "H", "H", "H", "H", "H", "H", "O", "C", "O", "C", "C", "C", "H", "H", "H", "H", "H", "H", "O", "C", "O", "C", "C", "C", "H", "H", "H", "H", "H", "H", "O", "C", "O", "C", "C", "C", "H", "H", "H", "H", "H", "H"], "positions_angstrom": [[2.7416, 2.4488, 1.5414], [2.9258, 3.2712, -1.5426], [-0.0683, 0.0925, 0.7669], [0.6140, 0.5317, -0.5164], [1.4838, 1.6195, -0.4477], [-0.5134, -0.8831, 0.5159], [-0.9319, 0.6879, 1.0496], [0.6522, -0.2085, 1.5291], [-0.1903, 0.9282, -1.1700], [1.0489, -0.3385, -1.0218], [-3.1198, -2.3994, 2.1370], [-3.3824, -2.2350, 0.9892], [-3.2391, -3.2675, 0.0986], [-3.8154, -2.8864, -1.1667], [-3.7576, -1.3582, -1.2232], [-3.8349, -0.9984, 0.2583], [-4.8232, -3.2931, -1.2337], [-3.1490, -3.3292, -1.9104], [-4.5642, -0.9624, -1.8318], [-2.7748, -1.0788, -1.6024], [-4.7789, -0.6558, 0.6851], [-3.1289, -0.2124, 0.5439], [0.9559, 1.9591, 2.9203], [-0.0609, 2.1970, 3.5710], [-0.5413, 3.3874, 3.7247], [-1.5603, 3.4336, 4.7364], [-2.1476, 2.0067, 4.6917], [-0.9236, 1.1778, 4.3232], [-2.2041, 4.3049, 4.6743], [-1.0647, 3.5726, 5.7039], [-2.9433, 1.9173, 3.9528], [-2.5581, 1.7489, 5.6655], [-1.1407, 0.3088, 3.7117], [-0.3236, 0.9570, 5.2115], [-1.5368, -3.5117, -3.5751], [-0.4225, -3.6901, -3.1793], [0.4596, -4.4003, -3.8567], [1.6612, -4.5935, -3.1178], [1.6747, -3.4598, -2.1159], [0.1863, -3.1995, -1.8418], [2.5185, -4.6036, -3.7840], [1.5894, -5.5483, -2.5906], [2.2130, -2.5942, -2.5090], [2.1979, -3.7585, -1.2043], [-0.1288, -2.1558, -1.8547], [-0.2243, -3.7731, -1.0142], [0.9054, 3.8377, -2.2596], [-0.2655, 4.1548, -2.4960], [-0.6109, 4.3379, -3.7324], [-2.0454, 4.3178, -3.9289], [-2.6227, 4.1275, -2.5081], [-1.4117, 4.2509, -1.5220], [-2.4399, 3.5822, -4.6245], [-2.2793, 5.2941, -4.3513], [-3.0603, 3.1357, -2.4237], [-3.3741, 4.8850, -2.3033], [-1.3701, 3.3214, -0.9559], [-1.4721, 5.1389, -0.9040], [3.3261, 0.2514, 2.0741], [4.1081, -0.6259, 1.6968], [4.6452, -1.4671, 2.5288], [5.6545, -2.2727, 1.9050], [5.8594, -1.6097, 0.5356], [4.4881, -1.0412, 0.2698], [5.2539, -3.2882, 1.8157], [6.5723, -2.4170, 2.4699], [6.2509, -2.2503, -0.2504], [6.5540, -0.7684, 0.6298], [3.8081, -1.8680, 0.0383], [4.4556, -0.1831, -0.3956]], "forces_ev_per_angstrom": [[-1.3, -1.8, 0.0], [-1.3, -0.7, 0.1], [0.1, -1.4, -0.9], [0.0, -0.8, 0.5], [0.2, 2.4, 0.4], [-0.1, 0.1, -0.1], [0.5, 0.5, 0.5], [-0.1, 0.6, 0.4], [0.3, 0.0, -0.4], [0.1, 0.1, -0.2], [0.2, 0.5, 0.6], [0.2, -1.5, -0.9], [-0.3, 0.9, 0.3], [0.6, -0.3, -0.3], [-0.2, -0.6, 0.6], [0.3, 0.9, 0.5], [0.0, 0.0, 0.0], [-0.4, -0.1, -0.2], [0.1, 0.2, -0.1], [-0.1, 0.2, -0.2], [-0.2, -0.3, -0.3], [0.0, 0.0, -0.1], [0.8, -0.1, -0.6], [-1.1, -0.2, 0.6], [1.0, 1.1, -0.8], [-0.4, -1.0, 1.6], [-0.3, 0.8, 0.2], [0.5, 0.8, -0.3], [-0.1, -0.2, -0.9], [0.3, -0.1, -0.2], [0.1, 0.0, -0.1], [0.0, -0.1, -0.1], [0.3, -0.3, 0.2], [-0.1, -0.5, 0.0], [-0.2, 0.4, 0.1], [-0.3, -0.6, 0.5], [0.2, -0.2, -0.7], [0.1, -0.3, 0.5], [0.4, 0.3, 1.0], [0.1, 0.2, -1.5], [-0.2, 0.0, -0.2], [0.1, -0.1, -0.2], [-0.3, 0.1, -0.1], [0.0, 0.0, 0.0], [0.1, 0.0, 0.7], [-0.1, 0.1, 0.0], [1.0, 0.1, 0.4], [-0.3, 0.4, -0.3], [0.4, -1.0, -0.2], [-1.0, 1.4, 0.8], [0.2, 0.3, 0.1], [-0.8, -1.1, -1.5], [0.9, -0.4, -0.1], [0.0, 0.0, 0.1], [-0.2, 0.1, 0.1], [-0.1, -0.2, 0.0], [0.1, 0.3, 0.6], [0.5, 0.1, 0.1], [0.0, 0.7, 0.2], [0.0, -1.0, -1.0], [0.0, 1.0, 1.2], [0.4, -1.5, -1.5], [0.7, 0.3, 0.1], [-0.1, 0.5, 1.1], [-0.2, 0.2, -0.1], [-0.2, 0.8, 0.5], [-0.1, -0.2, 0.2], [0.1, -0.2, 0.1], [-0.3, 0.4, -0.4], [-0.2, -0.3, -0.3]], "nbo_charge": [1.434, 1.343, -0.666, -0.098, -0.786, 0.254, 0.223, 0.257, 0.243, 0.207, -0.502, 0.784, -0.470, -0.085, -0.429, -0.527, 0.210, 0.233, 0.249, 0.191, 0.269, 0.211, -0.749, 0.866, -0.437, -0.084, -0.430, -0.515, 0.244, 0.206, 0.228, 0.264, 0.266, 0.271, -0.495, 0.796, -0.437, -0.075, -0.440, -0.524, 0.223, 0.202, 0.204, 0.222, 0.215, 0.266, -0.800, 0.874, -0.404, -0.081, -0.431, -0.529, 0.234, 0.226, 0.226, 0.258, 0.234, 0.282, -0.747, 0.853, -0.408, -0.084, -0.431, -0.514, 0.212, 0.248, 0.262, 0.221, 0.253, 0.220], "e_tot_ev": -54220.217, "e_homo_ev": -16.3, "gap_ev": 1.931, "charge": 3}